The following is a DFT calculation (the ωB97M-V functional and the def2-TZVPD basis) of a 2-piece molecular cluster, C6H16O2 overall in a non-equilibrium geometry.

ORCA input file:
```
! wB97M-V def2-TZVPD RIJCOSX def2/J DEFGRID3
* xyz 0 1
O 1.5231 -1.0201 1.9675
H 2.1117 -0.4519 2.4703
O 2.5411 -0.0326 -0.9732
C -1.5117 -0.9946 -1.1566
H 2.1203 1.9383 -1.5699
H -2.1795 0.1506 2.4898
H 0.4432 0.4096 -2.4123
H -2.4625 -0.4562 -1.1474
H -1.3031 -1.2257 -2.2026
C 0.3200 0.8086 -1.3938
C -0.4273 -0.1675 -0.4689
C 1.7236 1.1172 -0.9509
C -1.5803 -0.4306 1.7817
H 1.4301 -0.6137 1.1081
H -1.6553 -1.9449 -0.6469
H -0.2197 1.0195 1.4325
H -1.6856 1.3730 0.6857
H 1.8758 1.5385 0.0467
H 2.9701 -0.2440 -1.8063
H -0.8419 -0.9457 2.3915
C -0.9565 0.5592 0.7593
H 0.3140 -0.8789 -0.1094
H -0.3370 1.6615 -1.5961
H -2.2123 -1.1696 1.3011
*
```

Output
Molecular weight ... 120.2 g/mol
Energy above the lowest of the compared OMol25 structures with the same formula, charge and spin ... 15.8 kcal per mole
Orbital gap ... 11.39 eV
Maximum force ... 0.0494 hartree/bohr
Structure (SMILES) ... CC[C@@H](C)CCO.O

---

The following is a DFT calculation (the ωB97M-V functional and the def2-TZVPD basis) of a 3-piece molecular cluster, C6H16O2 overall in a non-equilibrium geometry.

ORCA input file:
```
! wB97M-V def2-TZVPD RIJCOSX def2/J DEFGRID3
* xyz 0 1
H -0.7683 -7.0035 -0.2837
C -1.0476 -0.0247 0.2497
O 0.0967 -6.5032 -0.3477
H -1.6317 0.2481 1.1487
C 1.1153 0.2479 1.6213
C -1.9572 -0.4448 -0.8508
H -1.6984 -1.1677 -1.6531
H 3.3136 2.2972 -0.0072
H 1.9138 1.6054 -0.7982
H 0.5235 0.5159 2.5292
H -2.7738 3.4032 -2.4964
C 0.3150 0.0892 0.3140
C 2.3040 2.0097 0.1490
H -2.1489 0.4530 -1.4689
H 2.7936 1.8030 2.2561
O -3.0830 3.0631 -1.7382
H 3.2676 0.4537 1.3867
H -0.0403 -5.6004 -0.7681
C 2.4574 1.1517 1.4655
H -3.9111 2.4744 -1.9301
H 1.4418 2.7058 0.5466
H -2.9047 -0.8649 -0.4321
H 0.9524 0.0128 -0.6218
H 1.4702 -0.9251 1.7296
*
```

Output
Molecular weight ... 120.2 g/mol
Energy above the lowest of the compared OMol25 structures with the same formula, charge and spin ... 69.1 kcal per mole
Orbital gap ... 9.33 eV
Maximum force ... 0.1334 hartree/bohr
Structure (SMILES) ... C/C=C/CCC.O.O

---

The following is a DFT calculation (the ωB97M-V functional and the def2-TZVPD basis) of C6H16O6RbS2 as an isolated structure in a non-equilibrium geometry.

ORCA input file:
```
! wB97M-V def2-TZVPD RIJCOSX def2/J DEFGRID3
* xyz 2 2
Rb -1.7451 0.5551 0.0767
C 0.2278 1.1057 -4.4598
H 0.1923 4.7411 -3.6883
H -0.9636 3.5627 -3.3086
H 0.6452 -0.5550 6.6744
H -0.0148 0.1362 -6.4441
O 2.2873 3.3642 -1.9655
O 0.1494 -2.5095 4.0853
H -0.7387 1.6097 -4.4579
H -2.5026 -2.6322 3.0525
H -1.7223 -4.3674 2.9762
H -2.1211 -3.4405 1.5292
O 0.7911 -3.6624 1.9587
O 1.2963 1.9601 -3.8764
S -0.1070 -2.6310 2.4747
H 1.1328 1.4806 -6.5229
H -0.3368 4.5530 -1.9735
C -0.0733 4.0391 -2.8979
H 1.2252 -2.1355 6.1806
S 1.0485 2.6989 -2.4210
H 1.1260 -0.7495 4.1414
C 0.2217 -1.1494 4.6000
C 0.7262 0.7011 -5.8785
O -0.2259 -1.2939 1.8761
C -1.8421 -3.3591 2.5798
H -0.5023 -1.8960 6.4703
H 1.5696 0.0280 -5.7243
H 0.1807 0.1314 -3.9733
H -0.6637 -0.5438 4.4066
C 0.4003 -1.4310 6.0739
O 0.3390 1.6894 -1.5644
*
```

Output
Molecular weight ... 333.8 g/mol
Energy above the lowest of the compared OMol25 structures with the same formula, charge and spin ... 0.0 kcal per mole
Orbital gap (alpha / beta) ... 9.51 / 2.41 eV
Maximum force ... 0.0744 hartree/bohr

---

The following is a DFT calculation (the ωB97M-V functional and the def2-TZVPD basis) of one molecule with the formula C6H16S2Si2 in a non-equilibrium geometry.

ORCA input file:
```
! wB97M-V def2-TZVPD RIJCOSX def2/J DEFGRID3
* xyz 0 1
H 3.1236 0.4145 -1.5575
H 1.2028 -0.9201 1.8197
H 0.2549 1.8570 2.1969
H -2.7957 0.8692 2.0598
C -1.0714 -1.5535 0.4302
S -0.3414 1.2811 -1.2529
H 0.6111 -2.8829 0.4651
H -1.6858 -2.4368 0.2433
H -2.3427 -1.4275 -2.6590
H -3.1528 0.1314 -2.6899
H 2.3804 -1.2836 0.5828
S -3.6036 0.8554 1.0061
H -3.7865 -1.1600 -1.6836
H 2.6783 2.1117 -1.6138
H 0.5304 -1.8950 -0.9911
C 0.3855 -1.8791 0.0936
C -2.8747 -0.6999 -2.0523
H -1.1467 -1.3528 1.5004
C 2.8624 1.2758 -0.9445
Si 1.3333 0.9135 0.1268
Si -1.8062 -0.1275 -0.5988
H 2.0001 2.0626 2.2519
C 1.3695 -0.9016 0.7399
H 3.7257 1.5190 -0.3308
H 1.0183 3.1271 1.2590
C 1.1312 2.1021 1.5989
*
```

Output
Molecular weight ... 208.5 g/mol
Energy above the lowest of the compared OMol25 structures with the same formula, charge and spin ... 0.0 kcal per mole
Orbital gap ... 9.19 eV
Maximum force ... 0.0503 hartree/bohr
Structure (SMILES) ... C[Si]1(C)CCC[Si@@](C)(S)S1

---

The following is a DFT calculation (the ωB97M-V functional and the def2-TZVPD basis) of a 2-piece molecular cluster, C6H16S4 overall in a non-equilibrium geometry.

ORCA input file:
```
! wB97M-V def2-TZVPD RIJCOSX def2/J DEFGRID3
* xyz 0 1
H -0.0970 8.3392 -3.2499
C -3.9939 -1.4186 0.9086
C -0.2633 7.7739 -2.3175
H 4.1862 9.6813 -1.1789
S -4.0112 -2.8462 -1.8237
H -5.2174 -2.1264 -3.9133
H -0.7045 6.7958 -2.5730
H -6.1641 -3.2341 -2.8776
S 2.6680 9.5130 -3.0639
H 1.1215 6.5702 -1.0721
H -4.7959 -0.7300 0.5934
S -4.4219 -3.0584 0.1771
H -3.9937 -1.4778 2.0100
C 3.2903 10.2395 -1.4990
H -0.9807 8.3308 -1.6916
H -6.7542 -0.6939 -3.0600
C -6.0219 -1.0881 -2.3355
H -3.0259 -1.0058 0.5782
H 3.5385 11.3137 -1.5327
H 1.1359 8.3396 -0.8171
H 2.4941 10.0856 -0.7514
C 1.0468 7.5479 -1.5857
C -5.4570 -2.3825 -2.8633
H -6.5337 -1.2536 -1.3725
S 2.5118 7.4580 -2.6970
H -5.2312 -0.3332 -2.1884
*
```

Output
Molecular weight ... 216.5 g/mol
Energy above the lowest of the compared OMol25 structures with the same formula, charge and spin ... 8.3 kcal per mole
Orbital gap ... 9.41 eV
Maximum force ... 0.0339 hartree/bohr
Structure (SMILES) ... CCSSC.CCSSC

---

The following is a DFT calculation (the ωB97M-V functional and the def2-TZVPD basis) of C6H16Si as an isolated structure in a non-equilibrium geometry.

ORCA input file:
```
! wB97M-V def2-TZVPD RIJCOSX def2/J DEFGRID3
* xyz 0 1
C -2.9956 0.7223 -0.4471
H -2.0031 -1.6570 1.1213
H -1.1473 1.7001 -0.8203
H 1.3971 2.0529 1.1238
H -0.3786 -2.2413 0.7705
H 2.5294 -1.7710 -1.7816
H -0.8897 -0.9670 -1.2207
H -3.1376 0.6311 -1.4887
C -0.7701 -0.3526 -0.2542
H -3.7139 1.4765 0.0489
Si 1.5482 0.3236 -0.5886
C -1.5143 0.9350 -0.1858
H 1.9491 -1.9977 -0.2235
C 2.4941 -1.3276 -0.7975
C -0.9801 -1.2525 0.9471
H 3.1224 1.7443 0.7776
C 2.1379 1.2638 0.9538
H -0.6347 -0.8985 1.9410
H -3.2696 -0.1426 0.0181
H 3.5606 -1.2007 -0.4997
H 1.5866 0.9564 -2.0784
H -1.2416 1.4097 0.8172
H 2.3510 0.5928 1.8667
*
```

Output
Molecular weight ... 116.3 g/mol
Energy above the lowest of the compared OMol25 structures with the same formula, charge and spin ... 50.9 kcal per mole
Orbital gap ... 9.22 eV
Maximum force ... 0.0708 hartree/bohr

---

The following is a DFT calculation (the ωB97M-V functional and the def2-TZVPD basis) of C6H17B3BrIO8P2 as an isolated structure in a non-equilibrium geometry.

ORCA input file:
```
! wB97M-V def2-TZVPD RIJCOSX def2/J DEFGRID3
* xyz 0 1
H 0.5262 0.4019 -1.5109
O 4.8248 4.7902 0.5917
H 0.8359 -4.4731 -1.3271
C -3.7880 -3.2359 1.1828
B 0.4521 3.2388 1.8442
C -2.5521 -3.8508 0.5562
H -2.3780 1.3055 -1.2341
H 0.9016 -2.9343 -3.3302
O -1.0455 -1.6626 0.9320
B 2.0991 3.9358 0.5762
O 1.7512 5.2948 0.6540
O -2.1597 -3.1376 -0.6149
H -3.6753 -2.1623 1.3306
C -0.3654 0.9268 -1.8707
H 1.3381 -1.5999 -2.2685
O -0.5952 -2.3323 -2.0845
O 0.1993 4.5399 2.2988
H -1.7297 -3.9089 1.2690
H 2.4408 -3.7646 -1.5962
I 4.1968 2.3441 2.7496
H -4.6519 -3.3755 0.5303
H -0.5637 0.5818 -2.8861
H 0.2091 2.2901 2.5088
H 4.8309 5.1091 1.5105
C -1.5492 0.6514 -0.9615
H -4.0039 -3.7017 2.1461
H -1.2917 0.8605 0.0813
O -2.0233 -0.6826 -1.0890
P -1.0840 -1.9087 -0.5421
C 1.4059 -3.5428 -1.3344
H 1.3949 -3.1477 -0.3116
H -0.1364 1.9925 -1.8953
Br 1.9830 6.7449 3.1130
H -2.7735 -4.8740 0.2457
O 1.0182 3.0589 0.5702
C 0.8047 -2.5542 -2.3132
B 1.2162 5.4028 1.9350
P 3.9377 3.3799 0.5444
*
```

Output
Molecular weight ... 518.4 g/mol
Orbital gap ... 8.25 eV
Maximum force ... 0.1433 hartree/bohr

---

The following is a DFT calculation (the ωB97M-V functional and the def2-TZVPD basis) of C6H17BBrGdN2P as an isolated structure in a non-equilibrium geometry.

ORCA input file:
```
! wB97M-V def2-TZVPD RIJCOSX def2/J DEFGRID3
* xyz 3 8
H -1.3936 0.5728 1.1407
H -0.9835 -1.6823 1.5381
H 0.2996 -3.2460 0.5658
H -0.7704 0.4553 -2.0146
H 3.3119 1.1869 -0.8887
C -2.2099 -0.3647 -0.6425
C 2.2620 1.0681 -0.6117
C -2.2293 0.7138 0.4343
B 0.3667 -0.7529 -0.6824
C -0.9162 -0.4713 -1.4450
C 1.8319 -0.3616 -0.9708
H 1.6834 1.7167 -1.2799
N -2.1910 2.0438 -0.1187
H -2.4370 -1.3717 -0.1869
H -3.0510 -0.2155 -1.3279
Gd -2.3520 -3.0911 0.9987
C 2.0390 1.4665 0.8383
N 1.3739 -1.6082 2.1908
H 1.9944 -0.5200 -2.0456
H -1.0005 -1.2667 -2.2082
H 1.0062 1.2800 1.1674
H -2.2461 2.1178 -1.1275
H 1.9669 -0.7745 2.1355
H -3.1638 0.6121 1.0073
P 0.3434 -1.8705 0.9777
Br 2.9293 -1.7783 -0.1267
H -1.4234 2.6256 0.1914
H 2.7453 0.9808 1.5216
H 2.2142 2.5354 0.9692
*
```

Output
Molecular weight ... 396.2 g/mol
Orbital gap (alpha / beta) ... 5.22 / 4.74 eV
Maximum force ... 0.0575 hartree/bohr

---

The following is a DFT calculation (the ωB97M-V functional and the def2-TZVPD basis) of C6H17CaN8O10 as an isolated structure in a non-equilibrium geometry.

ORCA input file:
```
! wB97M-V def2-TZVPD RIJCOSX def2/J DEFGRID3
* xyz -1 1
H -0.5758 2.6344 -1.5152
N 0.5151 -3.7547 1.2457
H 2.5548 -2.1937 3.1300
C -2.3924 -2.2178 -0.2410
N -0.4866 2.5799 -2.5305
H -3.5437 -0.1686 1.0735
O 1.7021 -0.4774 -0.6837
H 0.7674 -4.7164 1.3552
O -0.0566 1.3322 2.1394
H -4.5903 3.1948 1.9138
O -2.5893 -1.2536 0.6172
O -3.3320 -3.0309 -0.4960
N 2.1193 -3.0230 2.7543
H 4.6115 0.3326 -1.6385
O 0.5413 2.1589 0.2417
H -0.2550 -3.5054 0.6205
C 1.1333 -2.7122 1.8799
H 2.6179 -3.8905 2.7600
C -0.3803 1.2910 -2.9706
N 3.6206 0.3449 -1.5082
N -0.2211 1.1103 -4.2987
Ca -0.4684 -0.2242 0.0846
N -3.7499 3.0402 1.3996
N -4.0025 0.7287 1.3141
H 3.2760 -2.2681 0.1862
O -2.2307 1.7422 0.3491
H 0.2122 3.2283 -2.8615
H -0.1340 0.1880 -4.6809
C 2.8868 -0.6360 -0.9042
O 0.7367 -1.5664 1.6982
C 0.6162 2.1738 1.4967
H 3.0994 1.0987 -1.9220
H 4.5588 -1.8536 -0.7859
H -2.9845 3.6943 1.4206
C -3.3185 1.8300 0.9101
O -1.2418 -2.2732 -0.8315
O -0.4155 0.3474 -2.1806
O 1.5486 2.9621 2.1056
H 1.3170 2.7595 3.0321
N 3.5648 -1.7892 -0.6572
H -4.7865 0.8937 1.9071
H -0.2443 1.8886 -4.9291
*
```

Output
Molecular weight ... 401.3 g/mol
Energy above the lowest of the compared OMol25 structures with the same formula, charge and spin ... 0.0 kcal per mole
Orbital gap ... 5.27 eV
Maximum force ... 0.0749 hartree/bohr